# 1
This record from OMol25 describes C31H34F6N4O8ReS3Sb as an isolated structure. The level of theory is ωB97M-V/def2-TZVPD.

Spin multiplicity: 4
DFT total energy in eV: -112483.3897
E_HOMO (spin up / spin down) in eV: -17.2 / -17.3
Relative energy (zero: lowest compared OMol25 entry of this formula, charge and spin) in kJ/mol: 0.0
Total charge: +3

Element x y z (Å)
Re 0.3316 0.7638 1.3491
F 1.2926 1.0877 4.2621
C 0.2929 1.2611 5.1486
F 0.4373 2.4041 5.7510
F 0.2578 0.2592 5.9822
S -1.3252 1.3200 4.1786
O -0.8606 1.6474 2.7809
O -2.1883 2.2761 4.7424
N -1.9298 -0.1546 4.1890
S -1.4461 -1.1352 3.0854
O -2.1900 -1.0669 1.8063
O -0.0027 -1.0152 2.8282
C -1.8912 -2.8355 3.7310
F -1.3282 -2.9806 4.8956
F -1.4087 -3.6802 2.8438
F -3.1923 -2.8895 3.7917
C 4.5978 -1.9676 -5.0207
C 3.6183 -2.2177 -3.8759
S 4.4647 -3.0116 -2.5115
O 4.8241 -1.9875 -1.5517
O 5.4490 -3.9024 -3.0323
C 3.1957 -4.0120 -1.6828
C 3.1705 -3.7993 -0.1731
N 2.8054 -2.4290 0.2810
C 1.6071 -1.8587 0.1567
N 1.6739 -0.5792 0.5849
C 2.9848 -0.3503 1.0020
C 3.6648 -1.4849 0.8124
N 5.0577 -1.6810 1.1972
O 5.6999 -0.6636 1.2864
O 5.4010 -2.8093 1.4695
C 0.3832 -2.5360 -0.3487
H 4.0745 -1.4634 -5.8319
H 5.0042 -2.9050 -5.3930
H 5.4302 -1.3404 -4.7027
H 2.7961 -2.8700 -4.1849
H 3.2076 -1.2881 -3.4758
H 3.4964 -5.0481 -1.8494
H 2.2341 -3.8720 -2.1789
H 4.1491 -3.9928 0.2426
H 2.4771 -4.4938 0.2979
H 3.3577 0.5948 1.3669
H 0.5411 -3.6063 -0.4559
H 0.0871 -2.1399 -1.3205
H -0.4424 -2.3949 0.3500
C -0.6719 0.0861 -2.8060
C -1.9591 -0.6676 -2.5858
C -2.5108 -1.4433 -3.5955
C -3.7412 -2.0722 -3.4282
C -4.4666 -1.9292 -2.2495
C -3.9525 -1.1547 -1.2284
C -2.6959 -0.5594 -1.3987
Sb -2.0738 0.5518 0.2268
C -3.6590 1.6398 1.0219
C -4.3975 1.2839 2.1446
C -5.4709 2.0776 2.5033
C -5.7867 3.2008 1.7471
C -5.0340 3.5409 0.6276
C -3.9525 2.7601 0.2476
C -3.1379 3.1014 -0.9768
C 1.0591 2.2772 0.2807
C 2.0070 2.0058 -0.7644
C 2.9357 2.9229 -1.1484
C 2.9523 4.1903 -0.5274
C 1.9662 4.5339 0.3833
C 0.9581 3.6472 0.7387
C -0.1993 4.2107 1.5213
H -0.8694 1.0672 -3.2484
H -0.0080 -0.4441 -3.4896
H -0.1208 0.2525 -1.8749
H -1.9819 -1.5427 -4.5362
H -4.1470 -2.6683 -4.2367
H -5.4301 -2.4082 -2.1346
H -4.5227 -1.0188 -0.3150
H -4.1594 0.4047 2.7285
H -6.0621 1.8219 3.3734
H -6.6269 3.8197 2.0335
H -5.2918 4.4219 0.0512
H -2.9070 4.1664 -1.0317
H -3.6314 2.8115 -1.9060
H -2.1263 2.6255 -0.9768
H 2.0275 1.0225 -1.2201
H 3.6657 2.6806 -1.9096
H 3.7079 4.9166 -0.8029
H 1.9330 5.5433 0.7784
H 0.0723 4.3954 2.5653
H -1.0916 3.5948 1.4980
H -0.4584 5.1812 1.0966

Results of the Mulliken charge analysis, in e, for atoms 1 through 2:
1. Re 1.075
2. F -0.201

---

# 2
This record from OMol25 describes C31H34KN7O2Te4 as an isolated structure. The level of theory is ωB97M-V/def2-TZVPD.

Spin multiplicity: 1
DFT total energy in eV: -92725.6723
E_HOMO in eV: -1.3
Relative energy (zero: lowest compared OMol25 entry of this formula, charge and spin) in kJ/mol: 0.0
Total charge: -2

Element x y z (Å)
K 0.1005 -0.0219 -0.3839
C -1.2467 3.1996 -1.1500
C -2.3254 2.3602 -1.0386
C -3.5609 2.6437 -1.7387
C -4.5947 1.7684 -1.6930
C -4.4804 0.5920 -0.9252
C -3.3061 0.4024 -0.2071
N -2.2534 1.2202 -0.2579
C -3.2113 -0.7744 0.7031
C -4.3743 -1.3868 1.1875
C -4.2645 -2.5124 1.9795
C -3.0071 -2.9941 2.2907
C -1.8963 -2.2996 1.8189
N -2.0025 -1.2182 1.0454
C -0.5360 -2.7398 2.1970
C -0.2215 -4.0910 2.3197
C 1.0661 -4.4383 2.6936
C 1.9820 -3.4413 2.9730
C 1.5836 -2.1104 2.8350
C 2.5107 -0.9807 3.1519
N 0.3624 -1.7831 2.4270
H -1.3442 4.1314 -1.6936
H -0.3751 2.2313 -2.8398
H -0.3721 3.0903 -0.5192
H -3.6252 3.5628 -2.3087
H -5.5141 1.9644 -2.2346
H -5.2855 -0.1265 -0.9047
H -5.3468 -0.9792 0.9611
H -5.1525 -3.0020 2.3609
H -2.8808 -3.8634 2.9209
H -0.9510 -4.8543 2.0851
H 1.3541 -5.4810 2.7526
H 2.9965 -3.6743 3.2686
H 2.7548 -0.9745 4.2185
H 2.0350 -0.0389 2.8860
H 3.4499 -1.0794 2.6048
Te 2.3514 -2.6127 -0.9600
Te 5.2761 -0.3373 -3.2739
Te 3.6216 -0.2840 -1.1664
Te 5.5550 -0.5380 0.6692
N -1.0537 4.6636 5.2316
C -0.5074 3.7944 4.2933
C -1.3080 3.1503 3.3532
C -0.7148 2.3246 2.4128
N 0.5994 2.1108 2.3515
C 1.3608 2.7312 3.2464
C 0.8678 3.5719 4.2290
H -2.0310 4.5275 5.4238
H -0.4949 4.8196 6.0526
H -2.3825 3.2933 3.3543
H -1.3240 1.8172 1.6691
H 2.4274 2.5381 3.1791
H 1.5353 4.0480 4.9385
N -3.7280 -3.5559 -3.1503
C -2.5484 -4.2762 -3.3850
O -2.6599 -5.4275 -3.8299
C -1.3027 -3.6150 -3.1342
C -0.0735 -4.2068 -3.6152
C 1.0975 -3.5735 -3.4651
C 1.1787 -2.2747 -2.7359
N -0.0621 -1.7164 -2.2622
C -1.1619 -2.3880 -2.4625
H -4.5402 -4.1401 -3.0465
H -3.6905 -2.7613 -2.5340
H -0.1437 -5.1637 -4.1172
H 2.0325 -3.9817 -3.8316
H 1.7282 -1.5247 -3.3203
H -2.0428 -1.9170 -2.0144
C 0.5837 0.9520 -5.6155
C -0.3064 0.9552 -4.3803
C -1.7329 1.3464 -4.7374
O 0.2907 1.8329 -3.4351
H 0.1862 0.2616 -6.3633
H 1.5938 0.6361 -5.3499
H 0.6352 1.9567 -6.0441
H -0.3253 -0.0593 -3.9744
H -1.7630 2.3668 -5.1338
H -2.3758 1.2978 -3.8607
H -2.1318 0.6613 -5.4889

Results of the Mulliken charge analysis, in e, for atoms 1 through 2:
1. K 0.942
2. C -1.938

---

# 3
This record from OMol25 describes C31H34KN7O2Te4 as an isolated structure. The level of theory is ωB97M-V/def2-TZVPD.

Spin multiplicity: 1
DFT total energy in eV: -92720.9355
E_HOMO in eV: 0.0
Relative energy (zero: lowest compared OMol25 entry of this formula, charge and spin) in kJ/mol: 457.0
Total charge: -2

Element x y z (Å)
K -0.0616 0.9950 -0.2866
C 1.9089 1.0687 4.3606
C 0.5630 0.4137 4.4595
C 0.1329 -0.0943 5.6412
C -1.1635 -0.6733 5.7285
C -1.9902 -0.5192 4.6583
C -1.5388 0.0656 3.4567
N -0.1647 0.3271 3.2895
C -2.4457 0.3173 2.4132
C -3.8132 0.5838 2.7223
C -4.7191 0.7914 1.7276
C -4.2819 0.7278 0.3966
C -2.9313 0.4955 0.1526
N -2.0209 0.3132 1.1088
C -2.5288 0.3819 -1.2522
C -3.1088 1.1981 -2.2244
C -2.8275 0.9716 -3.5542
C -1.9508 -0.0604 -3.8813
C -1.3502 -0.7762 -2.8535
C -0.3454 -1.8389 -3.1608
N -1.6311 -0.5639 -1.5781
H 2.0742 1.6999 5.2357
H 1.9559 1.6911 3.4680
H 2.7068 0.3193 4.3330
H 0.7779 -0.0481 6.5080
H -1.4666 -1.2091 6.6160
H -3.0006 -0.9046 4.6918
H -4.1142 0.6772 3.7556
H -5.7562 1.0218 1.9457
H -4.9838 0.8357 -0.4190
H -3.7692 1.9993 -1.9277
H -3.2828 1.5770 -4.3282
H -1.7119 -0.2923 -4.9072
H 0.3944 -1.4560 -3.8604
H -0.8297 -2.7107 -3.6004
H 0.1610 -2.1323 -2.2472
Te 0.6093 -1.1145 1.8767
Te 1.5840 -2.8736 3.5580
Te 4.8572 -1.0719 2.3800
Te 2.8518 0.2103 1.2062
N -1.2078 -5.5658 -2.8651
C -0.8693 -4.8896 -1.7016
C 0.4234 -4.9590 -1.1722
C 0.7239 -4.2288 -0.0456
N -0.1520 -3.4416 0.5768
C -1.3779 -3.3611 0.0636
C -1.7880 -4.0675 -1.0446
H -0.6188 -6.3514 -3.0937
H -2.1941 -5.7269 -2.9989
H 1.1641 -5.5947 -1.6336
H 1.6988 -4.2840 0.4225
H -2.0638 -2.7124 0.5929
H -2.8033 -3.9903 -1.4073
N 1.4665 2.8531 -4.0083
C 2.7662 2.3176 -3.7588
O 3.7141 2.7913 -4.4021
C 2.8366 1.2624 -2.8153
C 4.1067 0.7162 -2.3839
C 4.1513 -0.2416 -1.4544
C 2.9170 -0.7058 -0.7866
N 1.6823 -0.3276 -1.3882
C 1.7092 0.6183 -2.2808
H 1.5380 3.6825 -4.5851
H 0.9282 3.0347 -3.1744
H 5.0029 1.1030 -2.8505
H 5.0840 -0.6665 -1.0996
H 2.9258 -1.7985 -0.6200
H 0.7297 0.8918 -2.6810
C 0.5298 4.4337 1.5032
C 1.0361 3.4063 0.4688
C 2.3843 3.8816 -0.1152
O 1.1017 2.1786 1.0044
H 0.3674 5.4158 1.0610
H 1.2632 4.5076 2.3033
H -0.4038 4.0708 1.9283
H 0.2978 3.4420 -0.4038
H 3.1461 3.8360 0.6625
H 2.3037 4.8995 -0.4949
H 2.6910 3.2275 -0.9308

Results of the Mulliken charge analysis, in e, for atoms 1 through 2:
1. K 0.827
2. C -1.355

---

# 4
This record from OMol25 describes C31H34N3O3S3SbTl as an isolated structure. The level of theory is ωB97M-V/def2-TZVPD.

Spin multiplicity: 2
DFT total energy in eV: -87051.3280
E_HOMO (spin up / spin down) in eV: -0.3 / -1.4
Relative energy (zero: lowest compared OMol25 entry of this formula, charge and spin) in kJ/mol: 9.7
Total charge: -2

Element x y z (Å)
Tl -1.7093 -2.0443 -0.8684
C -5.7417 -1.1371 -1.4541
C -4.9490 -0.9355 -0.1916
C -4.3348 0.2788 0.0888
C -3.5730 0.4569 1.2398
C -2.8849 1.7719 1.4880
C -3.4291 -0.6120 2.1158
C -4.0293 -1.8442 1.8567
C -3.8380 -3.0185 2.7782
C -4.7869 -1.9941 0.7004
H -6.8156 -1.1230 -1.2457
H -5.4890 -2.0994 -1.9022
H -5.5240 -0.3541 -2.1822
H -4.4161 1.0938 -0.6247
H -2.3514 2.0972 0.5923
H -2.1605 1.6883 2.3006
H -3.6027 2.5543 1.7530
H -2.8034 -0.4979 2.9970
H -4.7198 -3.1662 3.4083
H -2.9757 -2.8696 3.4306
H -3.7011 -3.9346 2.1996
H -5.1955 -2.9717 0.4562
C 0.9104 2.9875 2.1908
O 2.0822 2.2069 1.9741
C 1.9888 0.8994 2.4041
C 2.7522 0.5212 3.4978
C 2.7210 -0.7853 3.9637
C 1.9154 -1.7201 3.3287
C 1.1675 -1.3559 2.2223
C 1.1996 -0.0502 1.7373
N 0.4133 0.3078 0.6413
C 0.8524 1.0195 -0.4630
N 2.1574 0.8353 -0.8728
C 2.9180 -0.3065 -0.5281
C 2.5235 -1.6007 -0.9178
C 3.3343 -2.6626 -0.4604
C 4.4849 -2.4518 0.2651
C 4.9107 -1.1622 0.5797
C 4.1139 -0.1043 0.1743
O 4.4222 1.2145 0.4275
C 5.5237 1.4673 1.2601
N 0.0141 1.8066 -1.0255
C 0.3490 2.3554 -2.2679
C 1.0655 3.5356 -2.3824
C 1.3694 4.0882 -3.6252
C 0.9474 3.4458 -4.7716
C 0.2097 2.2656 -4.6818
C -0.1100 1.7221 -3.4419
O -0.8608 0.6098 -3.2621
C -0.9960 -0.3001 -4.3454
H 1.1593 4.0022 1.8833
H 0.6400 2.9822 3.2526
H 0.0771 2.6280 1.5924
H 3.3627 1.2773 3.9770
H 3.3255 -1.0709 4.8160
H 1.8903 -2.7456 3.6744
H 0.5726 -2.0847 1.6832
H -0.4602 -0.1883 0.5097
H 2.6810 1.6854 -1.0057
H 3.0276 -3.6652 -0.7274
H 5.0805 -3.2992 0.5875
H 5.8236 -1.0043 1.1358
H 5.5526 2.5453 1.4111
H 6.4624 1.1403 0.7982
H 5.4136 0.9710 2.2289
H 1.3950 4.0197 -1.4690
H 1.9411 5.0067 -3.6860
H 1.1869 3.8517 -5.7476
H -0.1125 1.7677 -5.5826
H -1.4785 -1.1926 -3.9506
H -0.0120 -0.5691 -4.7354
H -1.6182 0.1221 -5.1404
S -2.9336 -3.4598 -2.7412
Sb -2.7077 -5.3001 -1.1631
S 1.1757 -1.9339 -1.9672
S -4.7940 -5.6136 -0.1912

Results of the Mulliken charge analysis, in e, for atoms 1 through 2:
1. Tl 0.474
2. C -1.441

---

# 5
This record from OMol25 describes C31H35BClF4INO3S5SbV as an isolated structure. The level of theory is ωB97M-V/def2-TZVPD.

Spin multiplicity: 2
DFT total energy in eV: -158927.2453
E_HOMO (spin up / spin down) in eV: -1.8 / -1.2
Relative energy (zero: lowest compared OMol25 entry of this formula, charge and spin) in kJ/mol: 0.0
Total charge: -2

Element x y z (Å)
V 0.0143 0.3442 -1.3228
I 0.8637 -2.7633 -2.7569
C 2.7938 -1.9386 -2.7406
C 3.7933 -2.6954 -3.2838
C 5.1211 -2.2141 -3.2669
C 5.4011 -1.0145 -2.6852
C 4.3775 -0.2241 -2.1049
C 4.6923 1.0012 -1.4665
C 3.7114 1.7370 -0.8678
C 2.3770 1.2895 -0.9131
C 1.9938 0.1389 -1.5676
C 3.0214 -0.6642 -2.1430
H 3.5741 -3.6636 -3.7122
H 5.9090 -2.8125 -3.7088
H 6.4207 -0.6456 -2.6483
H 5.7253 1.3300 -1.4465
H 3.9560 2.6620 -0.3585
H 1.6231 1.8934 -0.3905
C 1.4975 4.8753 -0.0811
S 0.9978 5.4262 1.5777
C 1.9329 4.3732 2.6083
C 1.6109 3.0753 2.9099
S 0.3372 2.1225 2.3021
S 2.7505 2.3700 4.0604
C 3.8086 3.7022 4.3065
S 5.1146 3.6787 5.3449
S 3.3609 5.0458 3.3586
H 1.2333 5.6659 -0.7826
H 0.9819 3.9586 -0.3611
H 2.5742 4.7207 -0.1002
C 2.3210 -1.4555 2.8443
C 1.2651 -2.2808 2.1019
C 0.1804 -2.7573 3.0685
C 1.9197 -3.4746 1.3925
C 0.6727 -1.4012 1.0822
N 0.3516 -0.7303 0.2038
H 2.7957 -2.0766 3.6081
H 1.8603 -0.5915 3.3206
H 3.0851 -1.0930 2.1555
H 0.6341 -3.3697 3.8511
H -0.5658 -3.3535 2.5445
H -0.3256 -1.9095 3.5309
H 2.3647 -4.1406 2.1365
H 2.7013 -3.1346 0.7116
H 1.1856 -4.0342 0.8104
C -3.7611 1.8832 -1.4760
Sb -1.8680 2.5866 -0.7267
C -1.9380 4.2761 -2.0458
C -2.7007 3.6530 0.9258
H -4.4078 2.7387 -1.6747
H -4.2308 1.2187 -0.7527
H -3.5781 1.3426 -2.4054
H -2.9254 4.7342 -1.9658
H -1.7573 3.9397 -3.0642
H -1.1710 5.0048 -1.7846
H -3.5691 4.2163 0.5802
H -1.9446 4.3259 1.3284
H -2.9890 2.9567 1.7122
F -0.7428 1.4304 -3.4468
B 0.3098 2.2797 -3.9608
F -0.2430 3.0892 -4.9589
F 0.7789 3.0658 -2.8934
F 1.3286 1.4830 -4.4657
C -2.6679 -4.3596 -0.3099
C -3.5313 -3.6990 0.7313
C -3.4782 -4.1659 2.0421
C -4.2509 -3.6022 3.0377
Cl -4.1482 -4.2363 4.6672
C -5.1091 -2.5556 2.7584
C -5.1768 -2.0882 1.4589
C -4.3986 -2.6389 0.4490
O -4.6563 -2.1591 -0.8080
C -3.6218 -1.7598 -1.7047
C -2.4882 -0.9348 -1.1044
O -2.5628 -0.5280 0.0463
O -1.5326 -0.7528 -1.9469
H -2.2495 -5.2854 0.0861
H -1.8324 -3.7181 -0.6034
H -3.2381 -4.6022 -1.2067
H -2.8241 -4.9938 2.2848
H -5.7000 -2.1043 3.5433
H -5.8234 -1.2598 1.2035
H -4.1212 -1.1362 -2.4458
H -3.1938 -2.6162 -2.2254

Results of the Mulliken charge analysis, in e, for atoms 1 through 2:
1. V 0.868
2. I 0.090

---

# 6
This record from OMol25 describes C31H35BIrN8OS4 as an isolated structure. The level of theory is ωB97M-V/def2-TZVPD.

Spin multiplicity: 2
DFT total energy in eV: -93527.3186
E_HOMO (spin up / spin down) in eV: -11.9 / -11.9
Relative energy (zero: lowest compared OMol25 entry of this formula, charge and spin) in kJ/mol: 116.9
Total charge: +2

Element x y z (Å)
Ir 0.2524 0.4907 0.8237
N 2.3657 0.6146 1.9842
C 2.2439 1.2673 3.2580
C 3.2749 1.3307 4.1526
C 3.1217 1.9972 5.3847
C 1.9384 2.6035 5.6928
C 0.8557 2.5525 4.7847
C -0.3910 3.1674 5.0407
C -1.4002 3.0576 4.1275
C -1.1701 2.3300 2.9505
N -0.0179 1.7546 2.6754
C 1.0117 1.8618 3.5634
H 2.7272 -0.3281 2.0937
H 3.0096 1.1211 1.3814
H 4.2234 0.8661 3.9107
H 3.9518 2.0279 6.0766
H 1.8094 3.1274 6.6312
H -0.5249 3.7294 5.9570
H -2.3616 3.5238 4.2865
H -1.9613 2.2284 2.2187
C -1.3387 -4.5331 -1.0314
N -2.0833 -3.6067 -0.1913
C -3.2310 -3.8870 0.5239
C -3.6021 -2.7409 1.1294
N -2.6925 -1.7605 0.7811
B -2.7090 -0.3144 1.2869
N -2.5232 -0.3599 2.8133
C -3.4251 -0.0074 3.7949
C -2.8471 -0.2453 4.9942
N -1.5842 -0.7423 4.7400
C -0.6008 -1.1663 5.7280
C -1.4085 -0.7949 3.4048
S 0.0359 -1.3388 2.6340
C -1.7762 -2.3075 -0.0162
S -0.4227 -1.5629 -0.7722
H -1.7397 -5.5337 -0.9015
H -0.2871 -4.5276 -0.7500
H -1.4245 -4.2471 -2.0785
H -3.6775 -4.8654 0.5349
H -4.4420 -2.5390 1.7707
H -3.7110 0.2637 0.9849
H -1.6981 0.2269 0.8021
H -4.3937 0.3917 3.5489
H -3.2248 -0.1086 5.9923
H -1.0189 -1.0326 6.7210
H 0.3099 -0.5765 5.6267
H -0.3507 -2.2147 5.5796
C 2.1787 -5.2920 -7.2346
C 2.1912 -3.8059 -7.0407
O 1.3413 -3.0379 -7.3782
S 3.7311 -3.2410 -6.2091
C 3.2509 -1.9102 -5.1570
C 4.2019 -1.5352 -4.2032
C 3.8544 -0.7117 -3.1525
C 2.5367 -0.2660 -3.0211
C 1.6450 -0.4929 -4.0746
C 1.9972 -1.2984 -5.1435
C 2.0156 0.2509 -1.7932
C 1.4787 0.5390 -0.7477
H 1.1491 -5.6274 -7.3409
H 2.6738 -5.8121 -6.4197
H 2.7076 -5.5260 -8.1621
H 5.2062 -1.9337 -4.2740
H 4.5902 -0.4347 -2.4092
H 0.6501 -0.0663 -4.0229
H 1.2920 -1.4657 -5.9416
C -2.8818 3.9537 -1.9808
N -1.5518 3.5923 -2.4291
C -1.1265 3.7789 -3.8204
C 0.3383 3.3088 -3.8036
N 0.5139 2.8813 -2.4145
C -0.5746 3.0761 -1.6903
S -0.7198 2.8050 0.0036
H -2.9863 5.0358 -1.8914
H -3.0620 3.5041 -1.0080
H -3.6159 3.5800 -2.6934
H -1.2189 4.8268 -4.1045
H -1.7596 3.1850 -4.4802
H 1.0321 4.1148 -4.0361
H 0.5274 2.4865 -4.4916
H 1.3017 2.3446 -2.0784

Results of the Mulliken charge analysis, in e, for atoms 1 through 2:
1. Ir 1.100
2. N -0.370

---

- Which value of relative energy (zero: lowest compared OMol25 entry of this formula, charge and spin) does entry 3 give?
  457.0 kJ/mol